No. 1
{
  "formula": "C20H18ClN3O2",
  "method": "ωB97M-V with the def2-TZVPD basis set",
  "symbols": ["Cl", "O", "O", "N", "N", "N", "C", "C", "C", "C", "C", "C", "C", "C", "C", "C", "C", "C", "C", "C", "C", "C", "C", "C", "C", "C", "H", "H", "H", "H", "H", "H", "H", "H", "H", "H", "H", "H", "H", "H", "H", "H", "H", "H"],
  "xyz": [[-4.330, 1.425, -2.390], [2.564, -1.933, 1.954], [1.034, -1.381, -3.750], [-0.448, 0.384, -3.433], [1.563, -0.890, -0.690], [0.054, 0.281, 0.497], [-0.090, 0.438, -0.819], [-1.136, 1.214, -2.753], [0.496, -1.566, -5.064], [0.664, -1.078, 2.923], [-1.947, 2.225, -3.405], [1.300, -3.350, 6.169], [-3.308, 2.552, -3.130], [0.992, -1.927, 5.566], [-3.840, 3.788, -3.455], [-3.122, 4.563, -4.350], [1.471, -1.858, 3.985], [-1.170, 3.144, -4.228], [1.501, -1.135, 1.791], [2.578, -2.294, 3.264], [0.438, -0.469, -2.927], [1.750, -0.821, 6.280], [-1.071, 1.149, -1.364], [0.748, -0.305, -1.604], [-1.822, 4.240, -4.781], [0.984, -0.685, 0.526], [0.432, -0.622, -5.587], [1.406, 0.204, 5.876], [-0.464, -2.007, -5.132], [-4.897, 3.988, -3.154], [1.045, -4.174, 5.463], [2.349, -3.483, 6.304], [1.903, -1.836, -0.868], [1.059, -2.292, -5.626], [2.785, -0.996, 6.204], [0.742, -3.339, 7.005], [-1.190, 4.962, -5.260], [1.505, -0.845, 7.379], [3.343, -2.867, 3.854], [-0.405, -0.855, 2.861], [-3.418, 5.550, -4.612], [-1.815, 1.702, -0.726], [-0.169, 2.965, -4.448], [-0.064, -1.764, 5.654]],
  "e_above_lowest_kj_mol": 513.0,
  "e_homo_ev": -8.00,
  "lumo_energy_ev": 0.3026,
  "spin_multiplicity": 1,
  "smiles": "COc1nc(-c2ccccc2Cl)cc2nc(-c3cc(C(C)C)co3)[nH]c12",
  "orbital_gap_ev": 8.30,
  "energy_ev": -42116.735
}

=====

No. 2
{
  "formula": "C20H18F3N5OS",
  "method": "ωB97M-V with the def2-TZVPD basis set",
  "symbols": ["S", "F", "F", "F", "O", "N", "N", "N", "N", "N", "C", "C", "C", "C", "C", "C", "C", "C", "C", "C", "C", "C", "C", "C", "C", "C", "C", "C", "C", "C", "H", "H", "H", "H", "H", "H", "H", "H", "H", "H", "H", "H", "H", "H", "H", "H", "H", "H"],
  "xyz": [[4.361, 4.185, 0.799], [-0.943, -7.859, -1.438], [-1.813, -7.985, 0.470], [-3.183, -8.121, -1.414], [4.784, 6.054, 2.949], [-0.006, -0.686, -2.585], [1.763, 4.457, 1.708], [-5.353, -7.074, 0.977], [1.013, -1.654, -2.638], [0.518, -2.780, -2.245], [1.119, 5.769, 3.606], [0.441, 1.598, -1.661], [-0.775, -2.594, -1.790], [3.499, 5.640, 2.913], [-1.805, -3.551, -1.126], [-3.869, -4.083, -0.156], [-3.606, -5.452, -0.070], [-1.154, -1.271, -2.112], [-2.123, -7.479, -0.752], [2.519, 6.249, 3.612], [0.192, 0.716, -2.947], [3.119, 4.712, 1.859], [-2.417, -5.972, -0.658], [0.777, 4.927, 2.625], [-3.002, -3.087, -0.608], [1.366, 3.554, 0.498], [1.597, 1.115, -0.605], [1.606, 2.005, 0.695], [-4.581, -6.338, 0.501], [-1.554, -4.961, -1.085], [1.051, 0.720, -3.586], [2.597, 1.041, -1.020], [-0.592, 1.630, -1.148], [3.028, 7.025, 4.308], [-2.041, -0.755, -1.916], [0.471, 6.089, 4.394], [-0.272, 4.644, 2.656], [-0.541, -5.264, -1.406], [0.711, 1.709, 1.319], [2.492, 1.732, 1.172], [5.170, 5.563, 2.158], [-0.713, 1.126, -3.458], [0.368, 3.749, 0.072], [0.497, 2.620, -1.993], [-3.363, -2.037, -0.510], [1.426, 0.116, -0.281], [2.009, 3.863, -0.324], [-4.790, -3.604, 0.239]],
  "e_above_lowest_kj_mol": 24.6,
  "e_homo_ev": -8.33,
  "lumo_energy_ev": -0.6216,
  "spin_multiplicity": 1,
  "smiles": "N#Cc1ccc(-c2cn(CCCCCn3cccc(O)c3=S)nn2)cc1C(F)(F)F",
  "orbital_gap_ev": 7.71,
  "energy_ev": -49514.645
}

=====

No. 3
{
  "formula": "C20H18IIrN6O2",
  "method": "ωB97M-V with the def2-TZVPD basis set",
  "symbols": ["Ir", "I", "O", "O", "N", "N", "N", "N", "N", "N", "C", "C", "C", "C", "C", "C", "C", "C", "C", "C", "C", "C", "C", "C", "C", "C", "C", "C", "C", "C", "H", "H", "H", "H", "H", "H", "H", "H", "H", "H", "H", "H", "H", "H", "H", "H", "H", "H"],
  "xyz": [[-0.670, -0.351, -0.508], [-0.470, 0.402, 2.214], [1.227, -0.002, -1.161], [-1.234, 3.518, -4.340], [-0.882, 1.643, -0.728], [-4.249, -2.448, -0.144], [2.676, 0.866, -4.247], [-2.724, -0.879, -0.336], [-1.621, -4.353, 0.137], [-0.582, -2.465, -0.307], [-3.950, -0.294, -0.368], [-1.666, 2.358, 0.143], [0.878, 2.342, -3.943], [0.558, 1.714, -2.709], [-0.532, 2.130, -1.940], [-2.929, -2.194, -0.196], [-0.287, -4.620, 0.123], [1.942, 1.871, -4.684], [-1.776, -3.039, -0.124], [3.364, -0.930, -2.796], [1.407, 0.598, -2.262], [-3.268, 4.115, 0.680], [-4.908, -1.261, -0.249], [-2.477, 3.452, -0.233], [-3.260, 3.757, 2.022], [0.161, 3.602, -4.419], [-1.704, 2.017, 1.514], [0.348, -3.436, -0.150], [-2.468, 2.696, 2.438], [2.476, 0.207, -3.150], [0.499, 3.825, -5.434], [4.070, -1.096, -3.604], [-4.071, 0.764, -0.478], [0.461, 4.424, -3.757], [3.914, -0.707, -1.881], [-1.607, 3.177, -5.160], [-2.344, -5.031, 0.333], [-3.907, 4.915, 0.338], [-1.128, 2.923, -2.378], [0.110, -5.601, 0.294], [2.778, -1.833, -2.630], [-4.694, -3.349, -0.061], [-2.452, 2.411, 3.479], [-5.979, -1.192, -0.240], [-3.863, 4.292, 2.740], [2.243, 2.313, -5.623], [1.398, -3.232, -0.223], [-2.508, 3.768, -1.265]],
  "e_above_lowest_kj_mol": 38.7,
  "charge": 2,
  "e_homo_ev": [-12.39, -14.46],
  "lumo_energy_ev": [-5.7153, -9.0487],
  "spin_multiplicity": 5,
  "orbital_gap_ev": [6.68, 5.41],
  "energy_ev": -44990.494
}

=====

No. 4
{
  "formula": "C20H18N2",
  "method": "ωB97M-V with the def2-TZVPD basis set",
  "symbols": ["N", "N", "C", "C", "C", "C", "C", "C", "C", "C", "C", "C", "C", "C", "C", "C", "C", "C", "C", "C", "C", "C", "H", "H", "H", "H", "H", "H", "H", "H", "H", "H", "H", "H", "H", "H", "H", "H", "H", "H"],
  "xyz": [[-3.575, 1.940, -5.095], [0.837, 1.047, -0.285], [3.619, -1.652, 2.851], [-3.034, 0.174, -1.301], [-3.527, 2.099, -3.977], [2.440, -1.463, 2.141], [4.748, 0.182, 1.797], [-2.750, -2.081, -0.120], [0.162, -0.970, 0.436], [-0.440, 0.918, -0.773], [-2.639, 1.451, -1.732], [4.716, -0.822, 2.745], [-1.290, 1.818, -1.492], [-3.596, 2.299, -2.509], [-0.746, 3.130, -1.973], [-0.910, -0.339, -0.346], [2.435, -0.389, 1.226], [1.199, -0.073, 0.462], [3.584, 0.438, 1.024], [1.238, -2.367, 2.361], [-2.214, -0.737, -0.593], [0.258, -2.334, 1.145], [0.312, 3.152, -1.869], [-2.006, -2.852, -0.293], [-3.450, 3.370, -2.252], [1.484, 1.837, -0.469], [-1.168, 3.984, -1.409], [-0.935, 3.266, -3.038], [-0.711, -2.592, 1.556], [5.631, 0.770, 1.599], [0.665, -1.996, 3.240], [3.684, -2.391, 3.607], [-2.900, -2.080, 0.960], [3.605, 1.211, 0.279], [-4.626, 2.116, -2.209], [0.557, -3.147, 0.441], [-4.052, -0.138, -1.463], [-3.684, -2.398, -0.625], [1.559, -3.379, 2.554], [5.520, -1.005, 3.400]],
  "e_homo_ev": -7.56,
  "lumo_energy_ev": 0.5875,
  "spin_multiplicity": 1,
  "smiles": "Cc1c(CC#N)cc(C)c2c3c([nH]c12)-c1ccccc1CC3",
  "orbital_gap_ev": 8.14,
  "energy_ev": -24012.715
}

=====

No. 5
{
  "formula": "C20H18N3OV",
  "method": "ωB97M-V with the def2-TZVPD basis set",
  "symbols": ["V", "O", "N", "N", "N", "C", "C", "C", "C", "C", "C", "C", "C", "C", "C", "C", "C", "C", "C", "C", "C", "C", "C", "C", "C", "H", "H", "H", "H", "H", "H", "H", "H", "H", "H", "H", "H", "H", "H", "H", "H", "H", "H"],
  "xyz": [[0.718, 1.042, 1.792], [-0.708, -0.687, -1.874], [3.814, 3.097, 7.317], [1.982, 3.449, 5.675], [2.395, 3.266, 3.233], [1.374, -1.069, 2.567], [2.825, 0.105, 1.190], [2.216, 3.315, 4.412], [1.953, -1.025, 1.258], [-1.822, -2.039, -3.739], [-1.602, 1.478, 1.149], [-1.832, -0.880, -2.822], [-0.628, -2.751, -3.987], [1.905, 0.025, 3.338], [-0.825, 0.259, -2.963], [2.955, 3.277, 6.527], [-2.990, -2.413, -4.430], [-1.807, -4.183, -5.551], [-0.487, 2.347, 3.006], [-0.042, 3.064, 1.834], [-0.749, 2.519, 0.691], [-0.640, -3.819, -4.877], [-2.983, -3.464, -5.324], [2.826, 0.728, 2.485], [-1.407, 1.337, 2.555], [0.284, -2.475, -3.470], [1.639, 0.266, 4.358], [3.474, 1.559, 2.737], [-2.385, 0.982, 0.564], [-1.920, 0.686, 3.243], [0.651, 3.888, 1.763], [-3.890, -3.737, -5.849], [-1.150, 1.268, -2.657], [-0.096, 0.165, -3.790], [0.280, -4.373, -5.036], [-0.234, 2.485, 4.050], [-1.795, -5.021, -6.247], [-0.705, 2.958, -0.302], [0.755, -1.858, 2.971], [-2.807, -0.554, -2.424], [-3.892, -1.833, -4.252], [3.472, 0.416, 0.378], [1.880, -1.798, 0.500]],
  "e_above_lowest_kj_mol": 0.0,
  "charge": -1,
  "e_homo_ev": [-4.30, -4.46],
  "lumo_energy_ev": [2.2146, 2.2141],
  "spin_multiplicity": 4,
  "orbital_gap_ev": [6.52, 6.67],
  "energy_ev": -53236.175
}